C26H76N2O11 | ωB97M-V with the def2-TZVPD basis set

Atoms and positions in Å:
1 C -0.55189 -8.05364 -1.06470
2 O -1.92081 -8.20275 -0.52791
3 C -2.60864 -6.99563 -0.22293
4 C -1.92666 -6.08058 0.85194
5 C -1.54094 -6.89284 2.13969
6 N -2.98156 -5.12104 1.32331
7 H 0.26502 -7.54004 -0.55776
8 H -0.62360 -7.68376 -2.08751
9 H -0.13358 -9.05708 -1.14362
10 H -2.62485 -6.35932 -1.10778
11 H -3.67852 -7.05675 -0.02364
12 H -1.04771 -5.61838 0.40258
13 H -1.10174 -7.84416 1.83937
14 H -2.36894 -7.36756 2.66615
15 H -0.95081 -6.34984 2.87792
16 H -2.87988 -4.39439 0.62924
17 H -2.66821 -4.73049 2.20046
18 C -4.26667 2.56125 3.17026
19 O -3.93018 2.06439 4.49442
20 C -3.40080 0.75090 4.68711
21 C -3.50494 0.23836 6.12125
22 C -2.43582 0.87060 7.04282
23 N -3.53704 -1.23275 6.32340
24 H -4.33815 3.64499 3.26233
25 H -5.13270 1.93770 2.94828
26 H -3.55532 2.42188 2.35623
27 H -3.87263 0.01375 4.03743
28 H -2.39566 0.76574 4.26573
29 H -4.49137 0.56858 6.44686
30 H -1.43463 0.89684 6.61267
31 H -2.18441 0.34323 7.96301
32 H -2.66968 1.89084 7.34703
33 H -2.63250 -1.63109 6.11547
34 H -4.21403 -1.62884 5.68708
35 C 1.63513 -0.89682 4.73719
36 C 1.53981 -1.90578 3.61690
37 O 0.21524 -2.32489 3.33480
38 H 1.07429 -0.03216 4.38231
39 H 2.70239 -0.67930 4.77879
40 H 1.18846 -1.19695 5.68508
41 H 2.15708 -2.79303 3.75784
42 H 2.01086 -1.53596 2.70616
43 H -0.06304 -1.70878 2.65320
44 C 1.34854 -4.44376 -3.90529
45 C 2.29320 -3.33570 -4.27222
46 O 2.87562 -3.67404 -5.45570
47 H 1.95303 -5.35072 -3.89417
48 H 0.50716 -4.72961 -4.53653
49 H 0.93453 -4.25655 -2.91451
50 H 3.04445 -3.28318 -3.48421
51 H 1.83467 -2.36305 -4.45051
52 H 3.64611 -4.19537 -5.21874
53 C -0.52085 5.68777 3.71390
54 C -1.22940 6.11338 4.92000
55 O -1.22013 7.55067 4.88284
56 H -0.39563 4.60839 3.62810
57 H 0.48548 6.06562 3.53336
58 H -1.01208 5.91885 2.76869
59 H -0.73557 5.75532 5.82334
60 H -2.21963 5.66390 4.99415
61 H -1.65081 7.87368 4.08800
62 C -1.87200 1.52829 -9.33682
63 C -1.11956 2.39302 -8.36475
64 O -0.77947 1.69617 -7.25236
65 H -2.81038 1.15714 -8.92480
66 H -1.27814 0.65222 -9.59745
67 H -2.09996 2.11121 -10.22920
68 H -1.78856 3.22361 -8.13968
69 H -0.24912 2.87575 -8.80906
70 H 0.08100 1.33443 -7.47671
71 C -4.76573 -0.30118 -3.39123
72 C -4.49062 -1.78018 -2.78864
73 O -3.16886 -2.14130 -2.98683
74 H -5.81592 -0.08674 -3.19321
75 H -4.53028 -0.25702 -4.45458
76 H -4.12775 0.42755 -2.89120
77 H -4.98706 -2.59465 -3.31616
78 H -4.86070 -1.86266 -1.76670
79 H -3.04555 -2.14466 -3.93887
80 C 4.65959 3.45126 2.19885
81 C 6.16283 3.60674 2.45978
82 O 6.25862 4.35669 3.69134
83 H 4.34975 4.48567 2.05021
84 H 4.14243 3.08993 3.08772
85 H 4.38647 2.97159 1.25895
86 H 6.74574 4.05656 1.65605
87 H 6.63794 2.62995 2.55064
88 H 7.14907 4.21236 4.01976
89 C 6.19005 -0.32738 -2.17497
90 C 5.77094 -0.88325 -0.77279
91 O 6.14832 -2.24937 -0.69220
92 H 6.29272 0.75630 -2.11840
93 H 5.54479 -0.46238 -3.04302
94 H 7.24844 -0.56123 -2.29000
95 H 4.70906 -0.91483 -0.52882
96 H 6.14417 -0.32183 0.08372
97 H 7.09878 -2.34487 -0.78763
98 C 1.88386 6.10710 -2.20032
99 C 1.19585 6.17097 -3.58571
100 O 0.34542 7.33353 -3.67751
101 H 1.26120 5.65613 -1.42766
102 H 2.26924 7.06043 -1.83871
103 H 2.74001 5.43252 -2.20789
104 H 0.63308 5.27745 -3.85588
105 H 1.99092 6.33388 -4.31334
106 H 0.96202 7.96042 -4.06277
107 C 0.42369 0.72272 -1.67884
108 C -0.51824 0.86212 -0.45668
109 O -1.14952 -0.38310 -0.16906
110 H 0.96177 -0.22511 -1.69263
111 H 0.94758 1.66041 -1.86427
112 H -0.21042 0.68958 -2.56479
113 H -1.22367 1.66254 -0.67982
114 H -0.00352 1.05694 0.48418
115 H -1.49942 -0.82148 -0.94816

LUMO energy (eV): 0.06
Frontier orbital gap (eV): 9.300
Multiplicity: 1
HOMO energy (Ha): -0.3397

CH4O2 | ωB97M-V with the def2-TZVPD basis set

Atoms and positions in Å:
1 O 6.28985 0.28959 -0.54422
2 C 5.34913 -0.16761 -1.07706
3 H 4.28115 -0.07703 -0.74324
4 H 5.36926 -0.74036 -2.04876
5 H -6.68023 0.85704 1.34516
6 H -7.26301 -0.51349 1.29354
7 O -7.34616 0.35186 1.77459

LUMO energy (alpha / beta) (eV): -7.90 / -11.46
Charge: +1
Frontier orbital gap (alpha / beta) (eV): 4.873 / 1.318
Multiplicity: 2
HOMO energy (alpha / beta) (Ha): -0.4695 / -0.4695

C13H23N2O2 | ωB97M-V with the def2-TZVPD basis set

Atoms and positions in Å:
1 C -4.60433 3.35466 -0.58728
2 C -3.41663 2.69630 0.08916
3 O -3.04500 3.34822 1.30189
4 C -2.23130 2.61997 -0.88726
5 O -0.96874 2.59380 -0.22081
6 C -0.73102 1.46541 0.55614
7 C -0.27439 1.98011 1.91259
8 N 0.44470 0.86740 2.66532
9 C 0.16324 -0.51613 2.12778
10 C 0.51718 -0.60840 0.64766
11 N 0.38593 0.70634 0.01980
12 H -5.53418 3.14768 -0.06057
13 H -4.71363 3.00753 -1.61791
14 H -4.46491 4.43781 -0.61592
15 H -3.68955 1.69022 0.41617
16 H -2.68615 4.21570 1.07969
17 H -2.34370 1.73933 -1.52923
18 H -2.18851 3.50280 -1.52498
19 H -1.65494 0.87462 0.65262
20 H -1.09477 2.34891 2.52331
21 H 0.45498 2.76470 1.72613
22 H 1.45052 1.03748 2.65389
23 H 0.16201 0.89114 3.64445
24 H -0.89098 -0.69531 2.33039
25 H 0.74950 -1.21816 2.71778
26 H -0.13185 -1.37789 0.21226
27 H 1.54222 -0.95496 0.52078
28 H 0.29422 0.63369 -0.98658
29 C 3.26876 -5.06898 -1.92703
30 C 2.24324 -4.29838 -2.45704
31 C 2.17949 -2.94132 -2.17226
32 C 3.14074 -2.35840 -1.35691
33 C 4.16711 -3.12880 -0.82689
34 C 4.23008 -4.48552 -1.11352
35 H 3.32252 -6.12559 -2.15400
36 H 1.50033 -4.75363 -3.09881
37 H 1.38791 -2.33809 -2.60090
38 H 3.10529 -1.29406 -1.15291
39 H 4.92209 -2.67278 -0.19920
40 H 5.03256 -5.08744 -0.70780

LUMO energy (eV): -3.11
Charge: +1
Frontier orbital gap (eV): 8.494
Multiplicity: 1
HOMO energy (Ha): -0.4263

C3H11N2OS | ωB97M-V with the def2-TZVPD basis set

Atoms and positions in Å:
1 C 1.57660 1.54097 1.80462
2 C 1.55956 0.03100 1.77240
3 S 1.50096 -0.65252 0.11233
4 N 0.60547 2.21243 0.91791
5 H 2.57722 1.88633 1.49257
6 H 1.36866 1.85226 2.82950
7 H 0.62918 -0.27186 2.25329
8 H 2.45934 -0.27933 2.30197
9 H -0.30140 1.73442 1.00710
10 H 0.88521 1.91740 -0.03402
11 N -2.71026 -1.02092 -2.31829
12 C -1.55986 -1.16778 -1.40764
13 O -0.42030 -1.77348 -1.94366
14 H -2.46390 -0.44958 -3.10930
15 H -2.89789 -1.96226 -2.69228
16 H -1.27002 -0.20639 -0.99541
17 H -1.91969 -1.83056 -0.59520
18 H 0.38112 -1.56014 -1.39589

LUMO energy (eV): 4.00
Charge: -1
Frontier orbital gap (eV): 7.014
Multiplicity: 1
HOMO energy (Ha): -0.1107

multiplicity of number 4 (C3H11N2OS)? 1